[1]
ORCA calculation (the ωB97M-V functional and the def2-TZVPD basis) on C25H27N3O5 in the gas phase at a distorted geometry.

Output
SMILES: Cc1ccc([C@@H](C(=O)NC2CCCC2)N(C(=O)CNC(=O)c2ccco2)c2ccccc2)o1
frontier orbital gap: 9.03 eV
highest occupied orbital energy: -8.362 eV

The geometry in XYZ format:
```
60
C25H27N3O5, DFT the ωB97M-V functional and the def2-TZVPD basis
C -5.33 -1.90 -3.00
C -4.74 -1.13 -1.87
C -5.25 -0.76 -0.66
C -4.23 -0.05 0.01
C -3.16 -0.03 -0.84
C -1.78 0.50 -0.72
C -1.67 1.75 0.18
O -2.47 2.03 1.06
N -0.57 2.47 -0.10
C -0.11 3.57 0.72
C 0.41 4.71 -0.17
C 1.94 4.70 -0.04
C 2.28 3.36 0.60
C 1.11 3.13 1.55
N -0.88 -0.53 -0.16
C 0.43 -0.50 -0.46
O 0.93 0.35 -1.18
C 1.28 -1.59 0.18
N 2.65 -1.35 -0.16
C 3.64 -2.21 0.16
O 3.45 -3.23 0.80
C 4.97 -1.80 -0.32
C 6.18 -2.42 -0.17
C 7.13 -1.60 -0.82
C 6.43 -0.55 -1.33
O 5.12 -0.66 -1.03
C -1.46 -1.50 0.71
C -1.77 -1.16 2.02
C -2.37 -2.09 2.84
C -2.67 -3.35 2.36
C -2.37 -3.69 1.05
C -1.77 -2.76 0.22
O -3.47 -0.70 -1.98
H -6.35 -2.17 -2.77
H -5.32 -1.30 -3.91
H -4.75 -2.80 -3.19
H -6.24 -0.97 -0.29
H -4.28 0.40 0.98
H -1.40 0.74 -1.72
H 0.10 2.08 -0.75
H -0.96 3.86 1.35
H 0.09 4.54 -1.20
H 0.00 5.67 0.15
H 2.27 5.51 0.61
H 2.43 4.82 -1.01
H 2.30 2.57 -0.15
H 3.24 3.37 1.12
H 1.20 3.78 2.43
H 1.02 2.10 1.89
H 0.97 -2.58 -0.17
H 1.14 -1.57 1.27
H 2.82 -0.54 -0.75
H 6.36 -3.34 0.35
H 8.18 -1.77 -0.91
H 6.73 0.31 -1.89
H -1.55 -0.16 2.37
H -2.61 -1.82 3.86
H -3.14 -4.08 3.01
H -2.61 -4.67 0.68
H -1.55 -3.01 -0.81
```


[2]
ORCA calculation (the ωB97M-V functional and the def2-TZVPD basis) on a molecular structure, C25H27N4O3PSe2Ti at a distorted geometry.

Output
frontier orbital gap: 6.87 eV
charge: +2
highest occupied orbital energy: -14.360 eV

The geometry in XYZ format:
```
63
C25H27N4O3PSe2Ti, DFT the ωB97M-V functional and the def2-TZVPD basis
Ti -0.64 -0.42 0.04
Se 1.10 -0.01 -1.74
P 2.39 -0.34 0.09
Se 0.98 -0.52 1.84
C 3.41 1.10 0.29
C 3.40 2.26 -0.55
C 4.13 3.32 -0.14
C 4.95 3.24 0.98
C 4.94 2.14 1.80
C 4.17 1.09 1.41
C 3.39 -1.87 0.04
C 3.18 -3.07 0.73
C 3.87 -4.23 0.44
C 4.83 -4.19 -0.57
C 5.03 -3.01 -1.33
C 4.26 -1.85 -1.06
H 2.57 2.30 -1.23
H 4.08 4.22 -0.69
H 5.55 4.12 1.30
H 5.50 2.08 2.73
H 4.22 0.15 1.96
H 2.46 -3.22 1.56
H 3.77 -5.21 0.91
H 5.62 -4.96 -0.68
H 5.79 -2.89 -2.13
H 4.35 -0.99 -1.71
O -1.29 -1.93 -1.26
C -2.31 -2.88 -1.09
C -2.38 -3.87 -2.02
C -3.36 -4.87 -2.00
C -4.36 -4.83 -1.02
C -4.24 -3.77 -0.05
C -3.32 -2.75 -0.11
C -3.25 -1.71 0.99
O -4.00 -1.38 1.84
O -2.04 -1.06 0.93
H -0.74 -2.26 -2.01
H -1.57 -3.96 -2.70
H -3.38 -5.60 -2.82
H -5.11 -5.59 -1.03
H -4.89 -3.69 0.77
C -2.95 1.42 -0.44
N -3.64 2.63 -0.21
C -2.98 3.74 -0.89
N -1.62 3.87 -0.42
C -0.84 2.66 -0.57
N -1.51 1.48 0.16
C -1.71 1.78 1.65
N -2.34 3.09 1.77
C -3.75 2.98 1.21
C -1.59 4.08 1.05
H -2.84 1.24 -1.51
H -3.62 0.58 0.03
H -3.58 4.61 -0.73
H -3.09 3.40 -1.96
H 0.15 2.82 -0.16
H -0.77 2.38 -1.63
H -0.75 1.77 2.16
H -2.43 1.00 2.10
H -4.30 3.89 1.20
H -4.34 2.25 1.83
H -0.60 4.14 1.40
H -1.98 5.13 1.24
```


[3]
ORCA calculation (the ωB97M-V functional and the def2-TZVPD basis) on a molecular structure, C25H27N5O4PtS.

Output
frontier orbital gap (spin up / spin down): 6.61 / 6.61 eV
highest occupied orbital energy (spin up / spin down): -7.265 / -7.263 eV

The geometry in XYZ format:
```
63
C25H27N5O4PtS, DFT the ωB97M-V functional and the def2-TZVPD basis
Pt 0.44 0.50 -0.31
S -1.06 2.11 -0.84
C -1.68 2.30 0.78
N -2.63 3.10 1.14
N -3.19 3.83 0.18
C -4.24 4.71 0.46
C -4.71 4.90 1.76
C -5.75 5.79 1.98
C -6.33 6.49 0.93
C -5.85 6.29 -0.36
C -4.81 5.41 -0.60
N -1.15 1.60 1.85
N -0.21 0.82 1.56
C 0.33 0.11 2.69
C -0.53 -0.53 3.58
C 0.00 -1.19 4.67
C 1.37 -1.20 4.88
C 2.21 -0.54 4.00
C 1.70 0.11 2.89
H -2.91 3.69 -0.78
H -4.25 4.36 2.57
H -6.11 5.94 2.99
H -7.14 7.18 1.11
H -6.29 6.83 -1.19
H -4.45 5.25 -1.61
H -1.60 -0.50 3.40
H -0.66 -1.70 5.36
H 1.78 -1.71 5.74
H 3.28 -0.52 4.17
H 2.35 0.64 2.20
C 2.35 -0.52 -6.85
O 3.08 -1.43 -6.04
C 2.87 -1.40 -4.71
C 3.64 -2.33 -3.97
C 3.49 -2.37 -2.62
C 2.59 -1.52 -1.92
C 2.49 -1.65 -0.50
C 3.35 -2.64 0.24
O 1.73 -0.99 0.24
C 1.83 -0.58 -2.68
O 0.99 0.29 -2.21
C 2.00 -0.56 -4.09
H 2.67 -0.70 -7.87
H 2.57 0.51 -6.57
H 1.27 -0.70 -6.76
H 4.33 -2.98 -4.49
H 4.08 -3.08 -2.06
H 3.15 -3.66 -0.09
H 3.12 -2.56 1.30
H 4.41 -2.43 0.09
H 1.40 0.16 -4.62
C 3.30 5.51 1.27
N 3.13 4.10 1.57
C 1.79 3.55 1.71
C 4.18 3.26 1.56
O 4.11 2.05 1.69
H 2.62 6.10 1.89
H 3.09 5.74 0.22
H 4.32 5.82 1.50
H 1.06 4.35 1.67
H 1.69 3.03 2.67
H 1.58 2.84 0.91
H 5.14 3.78 1.42
```


[4]
ORCA calculation (the ωB97M-V functional and the def2-TZVPD basis) on a molecular structure, C25H28AgClN3O2S2 at a distorted geometry.

Output
frontier orbital gap: 6.99 eV
charge: -1
highest occupied orbital energy: -4.634 eV

The geometry in XYZ format:
```
62
C25H28AgClN3O2S2, DFT the ωB97M-V functional and the def2-TZVPD basis
Ag 12.37 9.42 7.28
Cl 13.37 7.94 10.18
C 11.90 6.99 9.92
C 11.30 6.55 11.04
C 10.16 5.84 10.99
C 9.58 5.56 9.77
C 10.10 6.09 8.60
C 11.38 6.87 8.65
C 12.06 7.33 7.36
H 11.85 6.54 12.06
H 9.70 5.32 11.91
H 8.61 4.90 9.74
H 9.58 5.87 7.67
H 11.58 6.91 6.52
H 13.06 6.89 7.27
O 6.19 17.01 11.53
S 7.57 16.58 10.92
C 8.29 18.05 10.42
C 7.95 18.61 9.24
C 8.48 19.84 8.86
C 9.37 20.49 9.73
C 9.59 19.95 10.98
C 9.05 18.71 11.36
C 7.30 15.84 9.26
C 6.01 15.41 9.07
C 5.78 14.69 7.93
C 6.78 14.48 6.96
C 8.06 14.96 7.20
C 8.36 15.67 8.31
H 7.25 18.04 8.56
H 8.09 20.30 8.00
H 9.80 21.42 9.52
H 10.22 20.63 11.63
H 9.24 18.20 12.26
H 5.25 15.60 9.75
H 4.79 14.23 7.66
H 6.64 13.90 6.05
H 8.81 14.63 6.53
H 9.31 15.95 8.48
O 11.72 13.76 7.97
S 12.67 12.93 7.29
N 12.65 11.50 7.22
C 9.13 10.82 8.37
C 9.53 9.93 9.63
N 9.05 10.64 10.86
C 9.54 12.03 10.91
C 8.78 12.75 9.75
N 8.14 11.81 8.82
C 7.06 11.26 9.57
C 7.64 10.66 10.88
H 8.73 10.21 7.52
H 10.06 11.36 8.08
H 10.63 9.83 9.67
H 9.06 8.91 9.59
H 10.56 11.95 10.62
H 9.28 12.54 11.83
H 9.58 13.28 9.15
H 8.05 13.41 10.14
H 6.54 10.42 8.94
H 6.40 12.06 9.79
H 7.14 9.68 11.07
H 7.45 11.23 11.82
```